No. 1
98
Properties=species:S:1:pos:R:3:forces:R:3:mulliken_charge:R:1 method="wB97M-V/def2-TZVPD" gap_ev="4.77 / 4.81" mol_weight_g_mol=890.316 e_tot_ha=-2654.286884 total_charge=-1
Cd 0.6995 0.3888 -0.0890 0.2629 -0.1514 0.3330 0.614
C -4.5501 -0.9597 5.8214 -0.0398 -0.0430 0.0157 -0.339
C -4.0571 -1.8441 4.8693 0.0098 0.0031 0.0227 -0.876
C -3.1146 -1.4158 3.9510 0.0182 0.0811 0.0084 0.159
C -2.6511 -0.0984 3.9716 -0.0871 -0.0815 -0.0497 -0.511
C -3.1501 0.7801 4.9242 0.0780 0.0603 -0.0447 0.361
C -4.0961 0.3493 5.8469 -0.0063 0.0032 0.0565 -0.840
C -1.7109 0.3027 2.8833 -0.0067 -0.0239 -0.3717 1.110
C -0.3325 0.2566 3.1469 -0.2280 0.0292 0.2592 -0.324
C 0.2005 0.0826 4.4711 -0.0963 0.0125 -0.0777 -1.530
C 1.5547 0.1220 4.3592 0.1223 -0.0324 -0.1003 -1.412
C 1.8482 0.2812 2.9527 -0.6029 0.0760 0.2537 0.806
C 3.1834 0.3252 2.4251 0.4181 -0.0298 -0.6923 0.454
C 4.2799 0.4115 3.4377 -0.0069 0.0381 0.0583 -0.889
C 4.7058 -0.7074 4.1491 -0.0162 -0.0059 -0.0247 0.188
C 5.7238 -0.6068 5.0860 0.0284 -0.0355 0.0243 -0.813
C 6.3334 0.6164 5.3266 0.0042 0.0174 0.0056 -0.328
C 5.9175 1.7377 4.6231 0.0498 0.0130 0.0191 -0.814
C 4.8992 1.6344 3.6865 -0.0274 -0.0261 0.0199 0.181
C 3.5910 0.2793 1.0975 -0.2357 -0.0948 0.7002 0.547
N 2.8029 0.2176 -0.0209 0.8213 -0.0998 -0.2311 0.699
C 3.6098 0.0752 -1.1037 -0.3787 -0.0059 -0.1830 0.171
C 3.2320 -0.0131 -2.4502 0.1298 -0.0294 0.1597 0.574
C 4.3291 -0.2344 -3.4423 -0.0392 0.0202 0.0384 -0.924
C 4.5223 -1.4901 -4.0144 0.0299 0.0402 -0.0178 0.132
C 5.5274 -1.6977 -4.9485 -0.0003 -0.0464 -0.0359 -0.806
C 6.3550 -0.6506 -5.3275 0.0214 -0.0046 -0.0128 -0.303
C 6.1701 0.6052 -4.7667 0.0319 0.0388 -0.0115 -0.841
C 5.1653 0.8101 -3.8319 0.0066 -0.0425 -0.0364 0.221
C 1.9305 0.1589 -3.0011 -0.3291 0.2058 0.3420 1.052
C 1.6753 0.2443 -4.4447 -0.1910 0.0267 -0.1814 -1.218
C 0.3742 0.5536 -4.5982 0.3010 -0.0650 -0.1498 -1.948
C -0.1942 0.6419 -3.2613 -0.7301 0.1070 0.0668 0.183
N 0.7975 0.3726 -2.3317 0.6193 -0.3207 -0.4956 1.070
C -1.4966 0.9206 -2.9686 0.2887 -0.0871 0.0171 -0.793
C -1.9803 0.9526 -1.5812 0.3073 0.1490 0.3972 1.249
C -3.2311 0.2324 -1.1053 0.0350 -0.0755 -0.0395 -0.779
C -3.6775 0.5678 1.3903 -0.0461 -0.3099 -0.0558 -1.159
C -2.3140 0.5382 1.6297 0.3147 -0.0832 0.3555 -1.766
N -1.4781 0.6670 0.4887 -0.7549 -0.0621 -0.0281 0.989
C -2.5156 1.1258 -4.0321 0.0035 -0.2261 -0.0400 -0.208
C -2.9413 2.3919 -4.4188 -0.0028 0.0408 0.0486 -0.032
C -3.9787 2.5357 -5.3301 -0.0012 0.0235 -0.0289 -0.762
C -4.6070 1.4177 -5.8578 -0.0540 -0.0234 -0.0427 -0.367
C -4.1837 0.1496 -5.4854 0.0115 -0.0016 -0.0225 -0.855
C -3.1389 0.0051 -4.5859 0.0344 0.1033 -0.0239 0.090
C 4.9962 0.0335 -0.6524 0.1740 0.0470 0.3176 -1.165
C 4.9841 0.1788 0.6886 0.1591 -0.0264 -0.3144 -1.302
N 0.7056 0.3751 2.2505 0.6043 -0.0873 0.2045 0.467
H -5.2925 -1.2920 6.5368 0.0054 0.0130 -0.0012 0.376
H -4.4181 -2.8643 4.8327 0.0076 0.0012 0.0106 0.399
H -2.7353 -2.0853 3.1873 -0.0342 -0.0095 -0.0048 0.457
H -2.8028 1.8065 4.9345 0.0070 -0.0061 -0.0081 0.474
H -4.4856 1.0396 6.5854 0.0246 0.0158 -0.0134 0.388
H -0.3926 -0.0380 5.3646 0.0573 -0.0167 0.0105 0.456
H 2.2843 0.0273 5.1462 -0.0154 0.0344 0.0419 0.406
H 4.2321 -1.6627 3.9567 -0.0084 0.0059 0.0021 0.449
H 6.0472 -1.4870 5.6287 -0.0125 -0.0033 -0.0109 0.378
H 7.1287 0.6951 6.0576 -0.0039 -0.0017 -0.0012 0.368
H 6.3886 2.6960 4.8056 -0.0080 0.0009 -0.0124 0.373
H 4.5716 2.5069 3.1343 -0.0084 -0.0028 0.0048 0.472
H 3.8719 -2.3043 -3.7178 0.0046 0.0003 0.0074 0.465
H 5.6654 -2.6804 -5.3836 -0.0040 0.0019 0.0100 0.373
H 7.1397 -0.8119 -6.0565 -0.0068 0.0011 -0.0014 0.368
H 6.8066 1.4297 -5.0653 0.0020 -0.0030 0.0177 0.370
H 5.0135 1.7901 -3.3957 -0.0034 -0.0008 0.0005 0.450
H 2.4134 0.0810 -5.2133 -0.0093 0.0474 -0.0393 0.437
H -0.1692 0.7097 -5.5177 0.0073 0.0019 0.0162 0.515
H -3.6453 -0.4036 -1.8797 0.0940 -0.1423 -0.0371 0.730
H -4.3871 0.6239 2.2032 -0.0246 0.0289 -0.0030 0.675
H -2.4574 3.2652 -3.9981 -0.0013 -0.0118 0.0301 0.514
H -4.3030 3.5254 -5.6282 0.0182 0.0069 0.0182 0.386
H -5.4255 1.5314 -6.5582 0.0084 0.0154 0.0055 0.381
H -4.6736 -0.7284 -5.8885 0.0240 0.0065 -0.0250 0.369
H -2.7935 -0.9805 -4.2967 -0.0345 0.0001 0.0277 0.506
H 5.8526 -0.0829 -1.2961 0.0212 -0.0238 0.0240 0.401
H 5.8279 0.1947 1.3594 0.0219 -0.0033 -0.0303 0.382
C -4.3327 -4.5684 0.2784 -0.0530 -0.1323 0.0244 -1.001
O -4.6740 -3.2663 0.6978 0.0373 0.0621 -0.0810 -0.427
C -3.8901 -2.2027 0.2747 0.1784 0.0715 0.1641 0.776
C -4.6126 -1.0224 0.4126 -0.3324 0.0771 0.0534 -1.089
C -4.2291 0.3884 0.0180 0.1080 0.1019 -0.0712 0.212
C -1.9010 -0.1975 -0.6013 -0.4016 0.0742 -0.1047 0.233
C -1.4463 1.9388 -0.4172 -0.4423 0.4792 -0.6043 1.932
C -2.4629 3.0393 -0.0590 0.1429 -0.1584 0.0671 -1.716
O -0.2168 2.3681 -0.5495 -0.2671 0.3234 0.0773 -0.949
C -1.5101 -1.6316 -0.4423 0.1635 -0.0897 -0.0731 -0.602
O -0.3070 -1.9591 -0.4989 -0.2603 0.2343 0.0342 -0.739
C -2.5622 -2.5077 -0.0888 -0.0282 -0.2296 0.0033 -0.816
H -5.2434 -5.1609 0.3659 0.0175 0.0015 0.0431 0.277
H -3.5592 -5.0141 0.9113 -0.0003 0.0159 -0.0259 0.304
H -3.9929 -4.5868 -0.7595 -0.0162 0.0228 0.0151 0.421
H -5.5979 -1.1544 0.8431 0.0071 0.0084 -0.0401 0.436
H -5.1088 0.9899 -0.2107 0.0238 0.0393 0.0562 0.568
H -3.3717 2.9803 -0.6604 -0.0271 -0.0301 0.0301 0.290
H -1.9734 3.9949 -0.2355 0.0036 -0.0060 -0.0297 0.613
H -2.7427 2.9819 0.9951 -0.0009 0.0751 0.0199 0.144
H -2.2413 -3.5319 0.0608 0.0139 0.0879 -0.0091 0.404

No. 2
85
Properties=species:S:1:pos:R:3:forces:R:3:mulliken_charge:R:1 method="wB97M-V/def2-TZVPD" gap_ev=10.67 mol_weight_g_mol=855.424 smiles=ClC(Cl)Cl.ClC(Cl)Cl.ClC(Cl)Cl.ClC(Cl)Cl.ClC(Cl)Cl.CCCCCC.CCCCCC.CCCCCC e_tot_ha=-7807.326229 total_charge=0
C 10.3972 -29.9094 -17.6772 -0.6808 0.4606 -0.9198 -1.134
C 10.2360 -28.3875 -17.6338 1.6799 1.3154 0.3798 -0.505
C 9.9488 -27.6535 -18.9539 -0.7368 -1.3253 -0.2897 -0.743
C 8.5199 -27.9516 -19.3919 -0.6059 0.5614 -1.6491 -0.563
C 7.9709 -26.9834 -20.4652 -0.8533 -0.3520 -0.0670 -0.397
C 6.5706 -27.3571 -21.0325 0.4053 0.1691 0.6147 -1.305
H 10.9201 -30.3404 -16.8234 -0.2007 0.1762 0.0391 0.360
H 10.9282 -30.1854 -18.5882 0.2935 -0.0270 0.0179 0.289
H 9.4097 -30.3520 -17.8078 -0.0216 -0.3019 0.3243 0.296
H 9.5880 -28.0531 -16.8236 -0.4447 -0.1587 -0.1478 0.355
H 11.1869 -27.9328 -17.3559 0.4240 -0.3072 0.4125 0.312
H 10.6406 -28.0409 -19.7019 0.0343 -0.3537 -0.1910 0.261
H 10.1922 -26.5926 -19.0116 -0.3306 0.2120 0.8560 0.464
H 8.4514 -28.9183 -19.8909 0.2003 -0.4162 0.3491 0.281
H 7.8166 -27.9790 -18.5596 0.0878 0.0882 0.2238 0.373
H 7.8942 -25.9833 -20.0386 0.1750 0.1816 -0.1011 0.322
H 8.6167 -26.9533 -21.3428 0.4440 0.1262 0.1882 0.310
H 6.5372 -28.3608 -21.4562 0.1817 -0.0198 -0.0903 0.338
H 5.8058 -27.3253 -20.2565 -0.0344 0.0345 0.1059 0.327
H 6.2825 -26.6395 -21.8007 -0.0141 -0.0638 -0.0583 0.361
C 22.3498 -23.4399 -20.2616 0.6338 0.2559 -0.0316 -1.312
C 22.4720 -23.5791 -21.7936 -1.6462 0.7180 0.6776 -0.323
C 21.2794 -22.9199 -22.5770 1.2585 -1.0909 -0.1886 -0.672
C 21.4709 -23.3066 -24.0811 -0.4768 1.4810 -0.4652 -0.727
C 20.3142 -22.8897 -25.0284 -0.5733 -1.1629 -0.2294 -0.321
C 20.5908 -23.0646 -26.5340 0.8876 -0.0529 0.6344 -1.232
H 23.2450 -23.8740 -19.8163 -0.0749 -0.2384 0.1979 0.356
H 21.4736 -23.8522 -19.7612 -0.0938 -0.3333 -0.4341 0.344
H 22.3830 -22.3984 -19.9417 -0.0552 0.2415 -0.2426 0.326
H 23.4038 -23.0852 -22.0693 0.0468 -0.2028 -0.2866 0.265
H 22.4905 -24.6327 -22.0726 0.2700 -0.0186 0.0145 0.333
H 21.2554 -21.8527 -22.3565 0.3406 0.2554 -0.5692 0.349
H 20.3271 -23.2361 -22.1514 -0.0963 -0.5914 -0.2289 0.387
H 22.3823 -22.8526 -24.4702 0.2325 0.5244 0.2314 0.337
H 21.7183 -24.3544 -24.2515 -0.5186 -0.3329 0.4755 0.353
H 19.5060 -23.5952 -24.8353 -0.3789 0.1558 0.3858 0.245
H 19.9206 -21.8893 -24.8485 0.2112 0.0614 0.2627 0.332
H 21.3115 -22.2970 -26.8161 -0.0447 -0.0272 -0.4773 0.314
H 21.0548 -24.0370 -26.6988 0.2091 -0.0717 -0.0104 0.291
H 19.7223 -23.0653 -27.1926 -0.1338 0.4235 0.2846 0.356
C 15.7329 -29.5484 -26.4543 1.2824 0.3829 -0.9135 -1.361
C 16.5072 -29.3864 -25.1629 -1.4596 -0.2957 0.7238 -0.287
C 15.4978 -29.5556 -23.9827 0.9039 0.3561 -0.5143 -0.777
C 16.1880 -29.8020 -22.6496 -0.5390 0.4940 0.4455 -0.737
C 17.1533 -28.6640 -22.1824 -0.9205 -1.0114 0.3899 -0.224
C 17.6208 -28.9089 -20.7418 0.6072 -0.4178 -0.2780 -1.280
H 15.1399 -28.6422 -26.5778 -0.5660 -0.4123 -0.2083 0.311
H 15.2122 -30.4933 -26.6093 -0.4187 0.1986 0.5214 0.377
H 16.4603 -29.5466 -27.2661 0.0217 0.2199 -0.3216 0.364
H 17.3427 -30.0833 -25.0966 -0.0179 -0.0958 0.1409 0.404
H 16.8940 -28.3675 -25.1428 0.2851 -0.0636 0.0728 0.207
H 14.7576 -30.3143 -24.2368 0.2883 -0.5178 0.1398 0.415
H 14.8690 -28.6663 -23.9414 0.1551 0.3942 0.1372 0.309
H 15.4067 -29.8708 -21.8927 -0.1692 0.1331 0.2543 0.330
H 16.5943 -30.8133 -22.6310 0.6898 0.0971 -0.1351 0.362
H 18.0127 -28.5636 -22.8452 -0.0400 0.0399 -0.0282 0.314
H 16.5644 -27.7469 -22.1966 0.1334 0.2186 -0.2745 0.266
H 18.0106 -29.9243 -20.6706 0.1080 -0.1450 0.0205 0.322
H 18.4552 -28.2587 -20.4789 -0.1061 0.1700 0.0854 0.354
H 16.8592 -28.8425 -19.9648 -0.2325 0.2497 -0.2596 0.330
C 18.3269 -30.3583 -12.4182 -0.3979 0.9915 0.2245 0.052
Cl 17.7191 -31.8984 -11.8890 0.3850 -0.5244 0.0913 -0.098
Cl 19.5816 -29.6789 -11.3125 -0.6203 -0.4388 -0.6231 -0.119
Cl 16.8974 -29.2676 -12.4973 0.5637 0.0874 -0.0645 -0.129
H 18.7288 -30.4104 -13.4301 0.0695 -0.1158 0.3704 0.294
C 24.4025 -32.1053 -21.3174 -0.2195 -0.4431 -0.7095 0.067
Cl 24.3885 -30.7100 -20.3087 -0.1292 0.6473 0.8721 -0.109
Cl 22.7413 -32.6677 -21.6921 0.4065 0.4902 -0.2431 -0.122
Cl 25.2432 -33.4755 -20.6323 0.4835 -0.1592 0.3255 -0.118
H 24.9646 -31.7684 -22.1884 -0.5470 -0.5323 -0.2481 0.281
C 16.3469 -36.3338 -24.1858 0.6587 -0.2756 -0.3453 0.079
Cl 14.7326 -35.8428 -23.7266 0.0433 0.0209 0.1233 -0.106
Cl 16.3003 -37.4705 -25.5581 -0.0628 0.0372 0.2567 -0.127
Cl 17.2691 -37.0421 -22.8233 -0.4170 0.2898 -0.4084 -0.121
H 16.9083 -35.4800 -24.5651 -0.2195 -0.0631 0.3731 0.274
C 22.3391 -32.1805 -29.2971 -0.2195 0.8960 0.0990 0.047
Cl 23.4895 -32.6880 -28.1028 0.5364 -0.1765 0.4656 -0.106
Cl 21.9979 -30.3981 -29.0845 0.2796 -0.9586 -0.4163 -0.130
Cl 20.8458 -33.0724 -29.1138 -0.2235 -0.1389 -0.2123 -0.103
H 22.7894 -32.3866 -30.2681 -0.3773 0.3784 0.0702 0.292
C 8.8552 -27.6834 -29.3580 -0.7823 -0.8795 0.2780 0.054
Cl 9.8240 -26.7578 -28.1845 -0.5114 -0.2817 -0.7164 -0.103
Cl 7.5951 -26.7928 -30.2140 0.5242 0.7019 -0.0932 -0.110
Cl 7.9327 -29.0055 -28.5539 0.6397 0.0315 0.2524 -0.132
H 9.4821 -28.1844 -30.0955 0.1317 0.4272 0.2816 0.291

No. 3
15
Properties=species:S:1:pos:R:3:forces:R:3:mulliken_charge:R:1 method="wB97M-V/def2-TZVPD" gap_ev="3.03 / 9.58" mol_weight_g_mol=74.123 multiplicity=2 e_above_lowest_kcal_mol=7.8 s_squared=0.750 e_tot_ha=-233.567195 total_charge=-1
C 0.4848 1.4039 1.1455 0.8290 -0.5485 -0.3116 -1.982
C 0.3556 0.5794 -0.1138 -0.2144 0.5710 -0.3847 2.189
C 1.2630 -0.2898 -0.5386 -0.0160 -0.3412 -0.3692 -1.564
C -0.8759 0.8184 -0.9402 -0.6495 -0.2238 -0.4982 -2.739
H 0.0460 2.3977 1.0860 -0.1349 -0.0053 -0.1038 0.386
H 0.0407 0.8404 1.9687 -0.1442 0.1320 0.0679 0.520
H 1.5568 1.4945 1.3452 -0.0793 0.1478 0.2883 0.285
H 0.9655 -0.9768 -1.3237 0.1635 0.2033 -0.2531 0.357
H 2.2768 -0.4404 -0.1878 -0.2005 0.0996 0.6203 0.367
H -0.9334 0.2050 -1.8448 0.2726 -0.2743 0.2301 0.629
H -1.8256 0.6405 -0.4239 0.1413 0.1389 0.2577 0.564
H -0.9017 1.8382 -1.3479 0.0686 0.1336 0.4081 0.472
H -1.0540 -3.4523 0.7828 0.3321 0.0328 0.2433 0.860
H -0.9505 -2.3493 -0.1860 0.3356 0.2277 0.1241 0.313
O -0.4480 -2.7096 0.5784 -0.7039 -0.2935 -0.3191 -1.657